{"formula": "C57H47N9O2SSn", "method": "the ωB97M-V functional and the def2-TZVPD basis", "orbital_gap_ev": 5.07, "charge": -2, "e_homo_ev": -0.89, "total_energy_ha": -3456.1958, "symbols": ["Sn", "C", "C", "C", "C", "C", "C", "C", "C", "C", "C", "C", "C", "C", "C", "C", "C", "C", "C", "C", "N", "C", "C", "C", "C", "C", "C", "C", "C", "C", "C", "C", "C", "N", "C", "C", "C", "C", "C", "N", "C", "C", "C", "C", "C", "C", "C", "C", "N", "H", "H", "H", "H", "H", "H", "H", "H", "H", "H", "H", "H", "H", "H", "H", "H", "H", "H", "H", "H", "H", "H", "H", "H", "H", "H", "H", "H", "C", "C", "N", "C", "S", "N", "N", "C", "C", "C", "C", "C", "C", "C", "N", "H", "H", "H", "H", "H", "H", "H", "H", "H", "H", "H", "H", "H", "N", "C", "C", "C", "O", "O", "H", "H", "H", "H", "H", "H"], "coordinates": [[-0.237643, 0.133190, 0.187255], [6.819904, 0.198858, -3.305356], [6.170595, -0.884373, -2.728549], [4.874215, -0.750752, -2.256249], [4.184234, 0.457355, -2.354565], [4.845699, 1.529568, -2.957615], [6.148733, 1.408501, -3.416949], [2.795224, 0.601444, -1.848050], [1.798835, -0.221233, -2.409100], [2.047354, -1.184091, -3.473490], [0.869925, -1.776444, -3.748603], [-0.123585, -1.169478, -2.887839], [-1.464860, -1.416196, -2.914733], [-1.952909, -2.528908, -3.769486], [-1.815381, -2.533618, -5.153889], [-2.244657, -3.618290, -5.907257], [-2.823976, -4.713325, -5.285113], [-2.983471, -4.709683, -3.903493], [-2.559177, -3.626211, -3.153619], [-2.470994, -0.735767, -2.153757], [-2.243137, 0.041179, -1.052002], [-3.446628, 0.464933, -0.624304], [-3.642044, 1.160965, 0.700249], [-5.111388, 1.542416, 0.799469], [-6.029411, 0.757415, 1.483240], [-7.380597, 1.072818, 1.479293], [-7.841089, 2.175191, 0.776968], [-6.935092, 2.947827, 0.063816], [-5.586516, 2.630214, 0.071838], [-2.716098, 2.321694, 0.924447], [-3.025477, 3.600051, 1.394875], [-1.807886, 4.246718, 1.572799], [-0.810677, 3.335634, 1.195931], [-1.383755, 2.165864, 0.793140], [0.603670, 3.601950, 1.242451], [1.572107, 2.945397, 0.541126], [3.001332, 3.200490, 0.625100], [3.600326, 2.379934, -0.253846], [2.546381, 1.586870, -0.881504], [1.350078, 1.929806, -0.377755], [1.017781, 4.682205, 2.169963], [0.639976, 4.615504, 3.514075], [1.049640, 5.579736, 4.418000], [1.831072, 6.650275, 3.997875], [2.186745, 6.745884, 2.661565], [1.779440, 5.774158, 1.758177], [-4.467571, 0.008572, -1.467164], [-3.843821, -0.764054, -2.439404], [0.499967, -0.232176, -2.075600], [7.836322, 0.099931, -3.667579], [6.680462, -1.836105, -2.637175], [4.365406, -1.593279, -1.814005], [4.319871, 2.471241, -3.052509], [6.639064, 2.258811, -3.876118], [3.000333, -1.373447, -3.939546], [0.690828, -2.557262, -4.468683], [-1.373736, -1.672740, -5.639268], [-2.128979, -3.605071, -6.984971], [-3.151025, -5.563511, -5.870397], [-3.438868, -5.559338, -3.407981], [-2.672757, -3.607931, -2.076119], [-5.693057, -0.124872, 2.009829], [-8.075758, 0.445063, 2.023495], [-8.895657, 2.423034, 0.774862], [-7.280325, 3.801719, -0.506311], [-4.888540, 3.216828, -0.508235], [-4.001598, 3.982523, 1.637302], [-1.646733, 5.255365, 1.919761], [3.486683, 3.888141, 1.299322], [4.656426, 2.288580, -0.451793], [0.013271, 3.793600, 3.833245], [0.751947, 5.499423, 5.456405], [2.153971, 7.403682, 4.705580], [2.778250, 7.585757, 2.315389], [2.035261, 5.864771, 0.710116], [-5.522717, 0.201719, -1.368232], [-4.311172, -1.277375, -3.265237], [1.211965, -5.423843, -2.382857], [0.797083, -5.961304, -1.020769], [-0.223294, -5.173218, -0.368737], [0.018438, -3.958465, 0.233909], [-1.393343, -3.086249, 0.676239], [1.302825, -3.693558, 0.402713], [1.573967, -2.532043, 1.040455], [2.819029, -2.289157, 1.253527], [3.929956, -3.249053, 0.909283], [3.173320, -1.033869, 1.944675], [4.491223, -0.796859, 2.354200], [4.780898, 0.336673, 3.091686], [3.762765, 1.217539, 3.408839], [2.491735, 0.922584, 2.932918], [2.204442, -0.152361, 2.220043], [1.961097, -6.069488, -2.846843], [1.627799, -4.425475, -2.267132], [0.348824, -5.358368, -3.048654], [1.660918, -5.995851, -0.357157], [0.402702, -6.978405, -1.118290], [-1.165453, -5.249208, -0.724013], [3.542361, -4.001728, 0.227207], [4.305039, -3.755182, 1.804692], [4.774305, -2.737253, 0.450355], [5.275013, -1.497042, 2.105454], [5.797011, 0.526855, 3.418270], [3.940761, 2.118722, 3.979315], [1.659655, 1.594788, 3.114148], [-0.834593, -0.427540, 3.835307], [-1.980129, -0.764124, 4.648747], [-3.197299, -0.978577, 3.755671], [-3.538225, 0.276156, 2.973131], [-3.989898, 1.274031, 3.476358], [-3.349443, 0.087695, 1.667455], [-0.703044, -1.100131, 3.081421], [0.029342, -0.407051, 4.359267], [-2.194137, 0.075641, 5.320327], [-1.848385, -1.661846, 5.278264], [-4.061404, -1.208909, 4.383471], [-3.016391, -1.801801, 3.063598]], "forces_ev_per_angstrom": [[-0.3, 0.3, -0.3], [0.1, 0.0, 0.0], [0.0, 0.0, 0.0], [0.1, 0.0, -0.1], [-0.1, 0.0, 0.0], [0.1, 0.0, 0.0], [0.0, 0.0, 0.0], [0.2, -0.1, -0.1], [0.0, 0.0, 0.1], [0.0, 0.0, 0.0], [0.0, -0.1, 0.1], [-0.1, 0.0, -0.1], [0.0, 0.0, 0.0], [0.0, -0.1, -0.1], [0.0, 0.1, 0.0], [0.0, -0.1, 0.0], [0.0, 0.0, 0.0], [0.0, 0.0, 0.0], [0.0, 0.0, 0.0], [0.0, 0.0, -0.1], [0.3, 0.0, 0.2], [-0.1, 0.0, 0.0], [-0.2, 0.0, -0.1], [-0.1, 0.1, -0.1], [-0.1, 0.0, -0.1], [0.0, 0.0, 0.0], [0.0, 0.0, 0.0], [0.0, 0.0, 0.0], [0.0, 0.0, 0.0], [-0.1, -0.1, 0.1], [0.0, 0.0, 0.0], [0.0, 0.0, 0.0], [0.1, 0.1, 0.1], [0.1, -0.1, -0.2], [-0.1, 0.0, 0.0], [0.0, 0.1, 0.0], [0.0, 0.0, 0.1], [0.0, 0.0, 0.0], [0.0, 0.0, -0.1], [-0.1, -0.2, 0.0], [0.0, 0.1, 0.1], [0.0, 0.0, 0.0], [0.0, 0.1, 0.0], [0.0, 0.0, 0.0], [0.0, 0.1, 0.0], [-0.1, 0.0, -0.1], [0.0, 0.0, 0.0], [0.0, -0.1, 0.0], [0.0, 0.1, 0.2], [0.0, 0.0, 0.0], [0.0, 0.0, 0.0], [0.0, -0.1, 0.1], [0.0, 0.0, 0.0], [0.0, 0.0, 0.0], [0.0, 0.0, 0.0], [0.0, 0.0, 0.0], [0.0, 0.0, 0.0], [0.0, 0.0, 0.0], [0.0, 0.0, 0.0], [0.0, 0.0, 0.0], [0.0, 0.0, 0.1], [-0.1, 0.0, 0.0], [0.0, 0.0, 0.0], [0.0, 0.0, 0.0], [0.0, 0.0, 0.0], [0.0, 0.0, 0.0], [-0.1, 0.0, 0.0], [0.0, 0.0, 0.0], [0.0, 0.0, 0.0], [0.0, 0.0, 0.0], [0.0, -0.1, 0.0], [0.0, 0.0, 0.0], [0.0, 0.0, 0.0], [0.0, 0.0, 0.0], [0.0, 0.0, 0.0], [0.0, 0.0, 0.0], [0.0, 0.0, 0.0], [0.0, 0.0, 0.0], [0.0, 0.0, 0.1], [-0.1, -0.1, -0.2], [-0.2, 0.0, 0.2], [0.1, 0.1, 0.0], [0.1, -0.1, 0.0], [-0.1, 0.1, -0.1], [0.1, -0.1, 0.0], [-0.1, 0.0, -0.1], [0.0, 0.0, 0.1], [0.0, 0.0, 0.0], [0.0, 0.0, 0.0], [0.0, 0.0, 0.0], [0.0, 0.1, -0.1], [-0.1, -0.2, 0.2], [0.0, 0.0, 0.0], [0.0, 0.1, 0.0], [0.0, 0.0, 0.0], [0.0, 0.0, 0.0], [0.0, 0.0, 0.0], [0.1, 0.0, 0.1], [0.0, 0.0, 0.0], [0.0, 0.0, 0.0], [0.1, 0.1, -0.1], [0.0, 0.0, 0.0], [0.0, 0.0, 0.0], [0.0, 0.0, 0.0], [0.0, 0.1, 0.0], [0.2, 0.0, -0.3], [-0.2, 0.0, 0.2], [0.1, 0.0, 0.0], [0.1, -0.1, 0.2], [0.1, 0.1, 0.2], [0.1, -0.1, 0.0], [0.0, 0.0, 0.0], [0.0, 0.0, 0.0], [0.0, -0.1, 0.0], [0.0, 0.0, -0.1], [0.0, 0.0, 0.0], [0.0, 0.0, 0.0]], "mulliken_charge": [0.81, -0.45, -0.85, -0.28, -0.27, -0.23, -0.78, 1.08, 0.75, -1.50, -1.19, 0.52, 0.98, -0.49, -0.13, -0.78, -0.44, -0.98, -0.02, -0.28, 0.53, -0.55, 3.50, -0.93, 0.18, -0.95, -0.49, -0.99, 0.13, -0.64, -1.03, -1.55, -0.29, 0.74, 1.30, 0.32, -1.56, -1.22, 0.21, -0.72, -0.05, -0.30, -1.00, -0.39, -0.84, -0.12, -1.06, -1.55, -0.21, 0.36, 0.38, 0.71, 0.45, 0.37, 0.48, 0.52, 0.50, 0.35, 0.36, 0.38, 0.62, 0.36, 0.39, 0.37, 0.37, 0.52, 0.67, 0.52, 0.50, 0.56, 0.53, 0.38, 0.37, 0.38, 0.48, 0.52, 0.54, -0.53, -0.63, -0.15, 0.12, -0.43, -0.81, 0.53, 0.81, -1.82, 0.46, -0.90, -0.65, -1.02, -0.59, 0.46, 0.44, -0.06, 0.14, 0.27, 0.40, 0.26, 0.30, 0.36, 0.40, 0.36, 0.35, 0.47, 0.87, -0.03, -1.02, -0.75, 0.84, -0.59, -0.20, -0.23, 0.23, 0.42, 0.43, 0.39, 0.23]}